A 13-piece molecular cluster, C43H111BN15O20 overall. Source: OMol25; level of theory: the ωB97M-V functional and the def2-TZVPD basis.

Each line ends with the Mulliken charge.
Atoms and positions in Å:
O 0.286 2.768 1.728  -0.65
C 0.403 1.684 1.067  0.55
O 1.401 1.263 0.290  -0.46
B 1.019 0.071 -0.467  0.98
O -0.328 -0.229 -0.023  -0.42
C -0.790 0.775 0.766  0.67
O -1.945 0.931 1.206  -0.65
O 2.096 -0.963 -0.250  -0.40
C 2.557 -1.252 -1.458  0.64
O 3.520 -1.985 -1.672  -0.66
C 1.775 -0.452 -2.532  0.59
O 0.972 0.331 -1.905  -0.51
O 2.109 -0.515 -3.731  -0.68
C 7.985 1.592 -2.871  -1.43
C 8.931 1.726 -4.100  0.58
C 8.395 0.988 -5.361  -0.75
O 9.487 0.875 -6.263  -0.31
C 9.076 0.333 -7.499  -0.73
N 9.296 3.092 -4.371  -0.79
H 8.442 2.045 -1.991  0.36
H 7.785 0.561 -2.579  0.36
H 7.049 2.081 -3.142  0.34
H 9.828 1.202 -3.770  0.23
H 7.596 1.609 -5.766  0.36
H 7.935 0.003 -5.276  0.44
H 8.923 -0.743 -7.414  0.27
H 9.840 0.479 -8.262  0.25
H 8.202 0.896 -7.825  0.32
H 10.052 2.984 -5.033  0.26
H 9.793 3.578 -3.639  0.25
C 4.149 -8.579 -3.324  -1.47
C 3.753 -8.766 -1.882  0.77
C 3.820 -10.267 -1.542  -0.90
O 2.856 -10.649 -0.602  -0.31
C 2.938 -11.989 -0.175  -0.77
N 4.614 -7.979 -1.021  -0.79
H 4.949 -8.946 -3.966  0.32
H 4.171 -7.525 -3.598  0.38
H 3.290 -8.886 -3.921  0.40
H 2.732 -8.420 -1.718  0.23
H 4.801 -10.477 -1.116  0.41
H 3.880 -10.961 -2.380  0.43
H 3.906 -12.065 0.319  0.34
H 2.923 -12.731 -0.973  0.30
H 2.154 -12.233 0.542  0.24
H 4.168 -7.802 -0.132  0.18
H 4.690 -7.079 -1.474  0.25
C -4.912 5.873 12.266  -1.43
C -4.781 4.615 11.438  0.65
C -3.708 4.685 10.348  -0.72
O -3.903 5.552 9.233  -0.34
C -3.217 5.081 8.109  -0.71
N -4.412 3.528 12.370  -0.73
H -3.948 6.036 12.749  0.36
H -5.706 5.876 13.013  0.37
H -5.055 6.744 11.626  0.32
H -5.736 4.456 10.938  0.20
H -3.535 3.635 10.111  0.31
H -2.723 4.959 10.725  0.34
H -3.399 5.744 7.263  0.27
H -3.604 4.127 7.753  0.30
H -2.139 5.003 8.253  0.30
H -5.114 3.387 13.083  0.25
H -4.491 2.738 11.745  0.26
C 6.964 -7.366 4.644  -1.54
C 5.524 -7.631 4.363  0.49
C 4.628 -6.382 3.948  -0.64
O 3.454 -6.940 3.435  -0.29
C 2.415 -6.002 3.126  -0.86
N 5.497 -8.627 3.237  -0.75
H 7.542 -8.240 4.944  0.35
H 7.175 -6.617 5.407  0.40
H 7.478 -6.849 3.834  0.34
H 5.096 -8.089 5.255  0.22
H 5.191 -5.868 3.168  0.31
H 4.523 -5.599 4.699  0.43
H 2.687 -5.413 2.250  0.32
H 2.073 -5.390 3.961  0.34
H 1.485 -6.513 2.875  0.27
H 4.518 -8.712 3.000  0.34
H 5.944 -8.258 2.410  0.27
C 1.490 3.005 -8.512  -1.37
C 0.645 4.061 -7.856  0.71
C 0.720 4.070 -6.330  -0.79
O 0.090 5.227 -5.772  -0.33
C 0.000 5.211 -4.343  -0.70
N 1.090 5.343 -8.412  -0.76
H 1.136 2.025 -8.190  0.35
H 2.537 3.065 -8.214  0.37
H 1.423 3.111 -9.595  0.35
H -0.417 4.015 -8.098  0.22
H 1.779 4.066 -6.076  0.30
H 0.432 3.143 -5.833  0.42
H -0.896 5.722 -3.990  0.27
H 0.690 5.870 -3.814  0.27
H 0.022 4.242 -3.844  0.26
H 1.028 5.484 -9.410  0.21
H 0.534 6.112 -8.068  0.23
C -4.885 -0.249 -5.998  -1.58
C -5.916 -1.252 -5.739  0.65
C -5.528 -2.190 -4.600  -0.78
O -4.355 -2.948 -4.867  -0.23
C -3.883 -3.646 -3.695  -0.78
N -7.205 -0.680 -5.508  -0.72
H -3.980 -0.756 -6.334  0.33
H -4.648 0.317 -5.098  0.34
H -5.226 0.495 -6.719  0.40
H -6.016 -1.790 -6.682  0.26
H -6.331 -2.817 -4.211  0.39
H -5.258 -1.621 -3.711  0.29
H -4.510 -4.526 -3.552  0.31
H -3.694 -3.035 -2.813  0.31
H -2.888 -4.048 -3.890  0.25
H -7.630 -0.360 -6.367  0.30
H -7.047 0.172 -4.989  0.25
C -8.549 -0.053 3.540  -1.42
C -8.467 0.332 5.054  0.34
C -8.142 1.832 5.282  -0.73
O -9.364 2.598 5.292  -0.34
C -9.088 4.032 5.385  -0.67
N -9.794 0.043 5.555  -0.82
H -8.754 -1.121 3.473  0.38
H -7.578 0.075 3.062  0.37
H -9.233 0.539 2.932  0.29
H -7.718 -0.317 5.508  0.40
H -7.350 2.237 4.652  0.43
H -7.717 1.952 6.279  0.38
H -10.000 4.545 5.689  0.24
H -8.733 4.395 4.420  0.22
H -8.318 4.179 6.143  0.30
H -9.700 0.268 6.535  0.28
H -10.413 0.744 5.172  0.35
C -6.655 5.965 0.001  -1.54
C -7.291 4.614 -0.273  0.77
C -8.784 4.776 -0.541  -1.02
O -9.468 3.547 -0.741  -0.31
C -10.622 3.634 -1.544  -0.79
N -6.727 3.961 -1.422  -0.80
H -6.449 6.524 -0.912  0.38
H -5.680 5.896 0.483  0.37
H -7.265 6.630 0.612  0.34
H -7.254 4.056 0.663  0.26
H -8.848 5.551 -1.304  0.42
H -9.394 5.230 0.240  0.41
H -11.263 2.761 -1.672  0.27
H -10.310 3.739 -2.583  0.32
H -11.357 4.324 -1.132  0.30
H -7.421 3.233 -1.512  0.32
H -6.009 3.383 -1.010  0.31
C 5.364 8.781 2.769  -1.48
C 4.218 7.852 2.306  0.38
C 4.661 6.959 1.093  -0.53
O 4.404 7.781 -0.041  -0.31
C 5.087 7.320 -1.241  -0.77
N 3.815 7.114 3.518  -0.78
H 6.296 8.219 2.819  0.32
H 5.256 9.027 3.826  0.43
H 5.528 9.607 2.077  0.31
H 3.412 8.519 2.000  0.33
H 4.134 6.005 1.116  0.36
H 5.705 6.699 1.270  0.30
H 4.809 6.315 -1.558  0.31
H 6.176 7.362 -1.210  0.31
H 4.770 7.993 -2.037  0.26
H 4.395 6.294 3.620  0.25
H 2.938 6.705 3.231  0.30
C -3.221 -3.681 5.123  0.68
O -3.038 -2.601 5.652  -0.66
N -3.555 -3.793 3.869  -0.39
N -3.290 -4.800 5.751  -0.43
H -3.989 -4.658 3.580  0.14
H -3.400 -3.022 3.235  0.23
H -3.550 -4.563 6.698  0.24
H -3.626 -5.607 5.245  0.19
C -0.325 -5.594 -7.992  0.60
O 0.597 -6.398 -8.211  -0.68
N -1.593 -5.942 -8.257  -0.39
N -0.218 -4.385 -7.511  -0.34
H -1.700 -6.886 -8.600  0.22
H -2.394 -5.453 -7.885  0.18
H 0.700 -3.971 -7.437  0.23
H -0.968 -3.712 -7.577  0.19
C 9.890 -3.194 0.900  0.68
O 9.198 -2.893 1.882  -0.68
N 11.152 -3.118 0.995  -0.38
N 9.492 -3.625 -0.296  -0.40
H 11.559 -2.712 1.826  0.23
H 11.722 -3.255 0.173  0.15
H 10.213 -3.938 -0.931  0.17
H 8.496 -3.607 -0.461  0.24

**LUMO**: 1.71 eV
**Highest occupied orbital energy**: -7.47 eV
**Charge**: -1



A 2-piece molecular cluster, C9H14 overall. Source: OMol25; level of theory: the ωB97M-V functional and the def2-TZVPD basis.

Each line ends with the Mulliken charge.
Atoms and positions in Å:
C 0.706 -1.518 -2.621  -1.20
C -1.053 -1.475 -0.828  -0.71
C -0.078 -0.728 -1.592  1.08
C -1.741 -0.908 0.284  -0.89
C -1.617 0.491 0.404  -0.23
C 0.102 0.622 -1.505  -0.45
C -0.761 1.175 -0.545  -0.78
H -1.129 -2.624 -0.750  0.04
H -2.526 -1.181 0.863  0.56
H 1.136 -0.658 -3.355  0.23
H 0.123 -1.972 -3.513  0.33
H -2.052 1.176 1.177  0.38
H 0.978 1.173 -1.893  0.30
H -0.735 2.292 -0.216  0.18
H 1.526 -2.082 -2.206  0.24
C 1.252 0.675 3.245  -0.86
C 1.965 1.375 2.103  -0.77
H 1.830 -0.296 3.415  0.22
H 1.418 1.202 4.137  0.34
H 0.169 0.333 2.987  0.23
H 1.463 2.302 1.854  0.25
H 2.130 0.668 1.304  0.21
H 3.022 1.417 2.526  0.32

**Multiplicity**: 2
**LUMO (alpha / beta)**: 3.90 / 3.83 eV
**Highest occupied orbital energy (alpha / beta)**: 0.78 / -3.39 eV
**Energy relative to the best compared isomer or geometry (same formula, charge and spin)**: 2.322 eV
**Charge**: -1



C2H5N2S3 as an isolated structure. Source: OMol25; level of theory: the ωB97M-V functional and the def2-TZVPD basis.

Each line ends with the Mulliken charge.
Atoms and positions in Å:
C 0.188 0.136 -1.002  0.37
C -0.473 -0.085 1.416  0.05
N -0.677 0.149 0.118  -0.20
N -0.568 0.072 -2.159  -0.53
S 1.913 0.289 -1.039  0.13
S 2.395 1.077 0.588  -0.19
S 0.957 -0.870 1.954  -0.07
H -1.322 0.245 2.084  0.36
H -1.559 0.577 -0.277  0.36
H -1.371 -0.581 -2.016  0.24
H -0.185 -0.059 -3.022  0.23
H 0.700 -0.949 3.356  0.26

**LUMO (alpha / beta)**: -5.44 / -5.43 eV
**Highest occupied orbital energy (alpha / beta)**: -12.06 / -12.06 eV
**Energy relative to the best compared isomer or geometry (same formula, charge and spin)**: 1.424 eV
**Charge**: +1



A 2-piece molecular cluster, C5H16N2O overall. Source: OMol25; level of theory: the ωB97M-V functional and the def2-TZVPD basis.

Each line ends with the Mulliken charge.
Atoms and positions in Å:
N -1.283 1.624 -0.833  -0.51
C -1.766 0.273 -0.447  -0.48
C -0.737 -0.901 -0.599  -0.75
N 0.066 -1.181 0.589  0.02
C 0.848 0.001 0.963  -0.47
C 0.350 0.983 2.054  -1.04
C -0.770 -1.750 1.631  -1.07
H -1.847 1.898 -1.625  0.28
H -0.320 1.600 -1.155  0.20
H -2.161 0.295 0.559  0.20
H -2.622 0.028 -1.079  0.40
H -1.247 -1.769 -1.011  0.38
H -0.063 -0.633 -1.424  0.34
H 1.163 0.600 0.102  0.15
H 1.849 -0.393 1.210  0.49
H 1.232 1.257 2.641  0.35
H -0.470 0.566 2.626  0.25
H 0.006 1.934 1.643  0.31
H -0.125 -2.277 2.351  0.29
H -1.410 -1.042 2.173  0.34
H -1.431 -2.468 1.147  0.35
H 3.108 0.028 -2.216  0.32
H 2.424 0.186 -3.529  0.31
O 2.808 0.721 -2.827  -0.64

**LUMO**: 0.71 eV
**Highest occupied orbital energy**: -8.31 eV
**Energy relative to the best compared isomer or geometry (same formula, charge and spin)**: 1.530 eV



C8H9NOS as an isolated structure. Source: OMol25; level of theory: the ωB97M-V functional and the def2-TZVPD basis.

Each line ends with the Mulliken charge.
Atoms and positions in Å:
C 1.596 2.310 1.836  -0.35
C 0.165 2.231 1.702  -0.62
C 2.333 1.291 1.197  -0.46
C -0.398 1.194 0.961  -0.13
C 1.736 0.500 0.315  -0.45
C 0.327 0.320 0.238  0.61
C -0.287 -0.660 -0.545  0.19
C -0.462 -2.562 -2.029  -0.66
N 0.169 -1.470 -1.325  -0.42
O -3.228 -1.043 -1.385  -0.48
S -2.425 -1.498 0.069  -0.16
H 2.113 3.038 2.411  0.42
H -0.459 2.939 2.225  0.38
H 3.490 1.281 1.202  0.26
H -1.465 1.235 0.975  0.34
H 2.253 -0.265 -0.280  0.39
H -1.529 -2.362 -2.055  0.31
H -0.142 -2.664 -3.017  0.28
H -0.179 -3.499 -1.469  0.24
H -3.610 -0.317 -1.028  0.32

**LUMO**: 0.02 eV
**Highest occupied orbital energy**: -8.29 eV
**Energy relative to the best compared isomer or geometry (same formula, charge and spin)**: 3.935 eV



One molecule with the formula C3H7N3. Source: OMol25; level of theory: the ωB97M-V functional and the def2-TZVPD basis.

Each line ends with the Mulliken charge.
Atoms and positions in Å:
C 1.258 1.155 0.466  -1.10
C 0.458 -1.264 0.185  -1.14
C 0.120 0.206 0.205  0.83
N -1.099 0.691 0.380  -0.23
N -2.003 -0.124 -0.195  -0.19
N -2.174 0.307 -1.369  -0.39
H -2.853 -0.265 -1.881  0.25
H 1.085 1.686 1.407  0.32
H 2.212 0.634 0.567  0.34
H 0.874 -1.527 -0.790  0.27
H 1.314 1.884 -0.345  0.28
H 1.202 -1.478 0.959  0.35
H -0.394 -1.905 0.410  0.41

**LUMO**: 0.94 eV
**Highest occupied orbital energy**: -9.28 eV
**Energy relative to the best compared isomer or geometry (same formula, charge and spin)**: 2.610 eV